one) Entry from the Open Molecules 2025 dataset: a structure of composition C2H5N3OS2 (ωB97M-V/def2-TZVPD).

Results
- LUMO (eV) = -0.067
- gap between HOMO and LUMO (eV) = 8.551
- molecular weight (g/mol) = 151.22

Last column: Mulliken charge in e.
CARTESIAN COORDINATES (ANGSTROEM)
C (-0.289, -0.794, 1.441)  0.16
C (0.077, 0.350, -0.701)  0.82
H (-1.732, -2.259, 1.652)  0.27
H (-1.421, -1.536, 0.040)  0.23
H (-0.850, -0.054, -2.426)  0.18
H (0.565, 1.598, -2.221)  0.26
H (2.381, 1.342, 0.666)  0.17
N (-1.202, -1.578, 0.974)  -0.27
N (-0.618, -0.464, -1.485)  -0.77
N (0.759, 1.476, -1.182)  -0.26
O (0.209, 0.143, 0.583)  -0.28
S (0.532, -0.816, 2.881)  -0.36
S (1.588, 2.592, -0.223)  -0.15

---

two) Entry from the Open Molecules 2025 dataset: an isolated molecule of C2H5N3OS2 (ωB97M-V/def2-TZVPD).

Results
- LUMO (eV) = 0.011
- SMILES = ONC(/C=N\S)=N/S
- gap between HOMO and LUMO (eV) = 8.591
- molecular weight (g/mol) = 151.22

Last column: Mulliken charge in e.
CARTESIAN COORDINATES (ANGSTROEM)
C (0.383, 0.293, 0.207)  0.87
C (-0.327, -0.955, 0.601)  -0.30
H (1.265, 2.326, -0.028)  0.40
H (-0.997, 1.572, 0.978)  0.26
H (0.296, -1.684, 1.130)  0.39
H (-3.644, -1.240, -0.284)  0.17
H (3.728, -0.352, -0.406)  0.16
N (-0.385, 1.447, 0.173)  -0.19
N (-1.544, -1.294, 0.430)  -0.43
N (1.622, 0.391, -0.098)  -0.63
O (0.329, 2.624, -0.004)  -0.45
S (-2.675, -0.325, -0.395)  -0.09
S (2.584, -1.016, -0.213)  -0.16

---

Pick the least stable structure from those above. Pick: two)